Record 1
C7H32BF4O9 | the ωB97M-V functional and the def2-TZVPD basis

The calculation puts the highest occupied orbital energy at -7.38 eV. The energy above the lowest of the compared OMol25 structures with the same formula, charge and spin is 0.00 kJ/mol. The molar mass comes out at 347.13 g/mol. As for the electronic energy: -37758.9225 eV.

```
! wB97M-V def2-TZVPD RIJCOSX def2/J DEFGRID3
* xyz -1 1
B 0.601 -0.099 -0.549
F 1.308 1.124 -0.610
F -0.731 0.133 -0.194
F 0.665 -0.757 -1.791
F 1.241 -0.904 0.439
C -0.022 -4.143 0.764
O 0.294 -3.430 -0.418
H 0.841 -4.226 1.437
H -0.825 -3.644 1.324
H -0.369 -5.126 0.458
H 0.462 -2.505 -0.192
C 2.104 -1.996 -4.174
O 2.039 -3.019 -3.217
H 3.145 -1.883 -4.494
H 1.535 -2.212 -5.095
H 1.759 -1.029 -3.807
H 1.284 -2.873 -2.635
C -0.332 -1.551 3.695
O 0.006 -1.330 5.058
H -0.962 -2.440 3.687
H -0.995 -0.755 3.323
H 0.537 -1.627 3.045
H 0.643 -0.612 5.099
C 1.279 2.560 -3.620
O 0.334 1.572 -3.315
H 1.488 2.638 -4.693
H 0.906 3.540 -3.291
H 2.222 2.423 -3.082
H 0.753 0.871 -2.804
C -2.938 3.244 0.173
O -2.404 2.206 0.954
H -3.908 2.972 -0.255
H -3.057 4.084 0.863
H -2.279 3.617 -0.617
H -1.995 1.499 0.442
C 0.995 2.030 2.934
O 1.185 2.885 1.824
H 0.902 2.646 3.824
H 0.145 1.362 2.779
H 1.895 1.413 3.088
H 1.433 2.407 1.024
C -3.535 -1.767 0.378
O -4.574 -2.536 -0.227
H -2.538 -2.043 0.023
H -3.688 -0.699 0.206
H -3.568 -1.952 1.451
H -4.695 -2.203 -1.119
O 3.711 0.751 1.019
H 2.797 0.483 0.866
H 4.188 -0.079 1.098
O 0.316 3.991 -0.571
H 0.214 3.086 -0.891
H 0.188 3.906 0.385
*
```

Results of the Mulliken charge analysis, in e, for atoms 1 through 5: B 1.165; F -0.461; F -0.326; F -0.356; F -0.590

=====

Record 2
C24H27F3N4Ni2O3 | the ωB97M-V functional and the def2-TZVPD basis

The calculation puts the highest occupied orbital energy (spin up / spin down) at -14.56 / -14.54 eV. The molar mass comes out at 593.88 g/mol. The expectation value of S² is 6.009. As for the electronic energy: -127652.1811 eV.

```
! wB97M-V def2-TZVPD RIJCOSX def2/J DEFGRID3
* xyz 2 5
Ni 21.461 17.559 6.635
Ni 20.396 20.052 9.518
C 17.700 18.665 10.682
O 18.179 17.570 11.403
O 18.725 19.076 9.877
C 16.369 18.382 9.951
F 16.180 17.080 9.676
F 15.307 18.853 10.585
F 16.332 18.985 8.731
C 17.340 17.049 12.435
C 17.922 15.694 12.815
H 17.395 15.363 13.712
H 17.723 14.925 12.070
H 18.981 15.820 13.034
H 16.303 16.836 12.164
H 17.353 17.700 13.313
H 17.478 19.508 11.357
O 20.895 18.652 8.175
H 19.954 18.482 8.382
N 19.467 17.227 5.980
C 19.318 16.861 4.680
C 18.135 16.422 4.153
C 17.078 16.177 5.012
C 17.226 16.381 6.377
C 18.413 16.988 6.771
H 20.197 16.906 4.048
H 18.006 16.229 3.097
H 16.133 15.747 4.703
H 16.365 16.344 7.027
H 18.576 17.161 7.830
N 20.927 15.795 8.007
C 21.107 15.871 9.343
C 20.870 14.851 10.248
C 20.677 13.584 9.736
C 20.591 13.427 8.352
C 20.726 14.543 7.559
H 21.204 16.898 9.669
H 20.887 15.148 11.287
H 20.402 12.761 10.384
H 20.184 12.451 8.126
H 20.395 14.443 6.528
N 23.443 17.712 7.321
C 24.087 16.690 7.920
C 25.208 16.829 8.710
C 25.832 18.064 8.796
C 25.126 19.146 8.279
C 23.930 18.921 7.631
H 23.715 15.710 7.649
H 25.623 15.895 9.064
H 26.811 18.156 9.243
H 25.533 20.136 8.427
H 23.464 19.826 7.254
N 19.422 21.390 7.855
C 20.014 22.438 7.262
C 19.412 23.239 6.322
C 18.119 22.896 5.959
C 17.506 21.765 6.479
C 18.218 21.018 7.408
H 21.028 22.607 7.606
H 19.822 24.147 5.906
H 17.497 23.447 5.263
H 16.524 21.405 6.211
H 17.831 20.087 7.790
*
```

Results of the Mulliken charge analysis, in e, for atoms 1 through 5: Ni 0.272; Ni 0.798; C -0.455; O -0.104; O -0.766

=====

Record 3
C25H32FFeO2 | the ωB97M-V functional and the def2-TZVPD basis

The calculation puts the highest occupied orbital energy (spin up / spin down) at -0.98 / -3.28 eV. The energy above the lowest of the compared OMol25 structures with the same formula, charge and spin is 35.29 kJ/mol. The molar mass comes out at 439.37 g/mol. The expectation value of S² is 6.056. As for the electronic energy: -67635.3850 eV.

```
! wB97M-V def2-TZVPD RIJCOSX def2/J DEFGRID3
* xyz -1 5
O 1.809 0.258 -1.178
C 2.053 -0.093 -2.602
C 3.323 0.719 -2.752
H 1.220 0.261 -3.228
H 2.224 -1.181 -2.728
C 3.083 0.978 -1.240
H 3.197 1.614 -3.366
H 4.198 0.128 -3.020
C 2.830 2.452 -1.016
H 1.822 2.708 -1.368
H 3.551 3.045 -1.586
H 2.902 2.726 0.037
C 4.141 0.288 -0.404
H 4.220 -0.755 -0.740
H 3.895 0.283 0.664
H 5.116 0.774 -0.555
Fe 0.185 -0.099 1.969
C 0.754 -1.744 2.970
C -0.474 -1.981 2.249
C -0.237 -1.698 0.851
H -1.380 -2.391 2.678
C 1.161 -1.438 0.707
C 1.766 -1.385 2.004
H 2.826 -1.249 2.191
H 0.892 -1.918 4.034
H -0.932 -1.838 0.035
H 1.694 -1.463 -0.238
C 0.020 1.194 3.494
C 1.386 1.052 3.117
C 1.502 1.426 1.734
H 2.205 0.763 3.756
C 0.194 1.753 1.237
C -0.699 1.723 2.367
H -1.658 2.212 2.388
H -0.393 1.046 4.490
H 2.422 1.597 1.218
H -0.039 2.141 0.258
O -2.033 0.747 -3.242
C -1.766 -0.106 -2.094
C -1.243 -1.483 -2.541
H -2.717 -0.243 -1.521
H -1.035 0.400 -1.421
C -1.643 -1.535 -4.021
H -1.731 -2.290 -1.985
H -0.163 -1.556 -2.366
C -1.823 -0.060 -4.413
H -2.627 -2.037 -4.070
H -0.959 -2.081 -4.671
H -2.648 0.102 -5.135
H -0.903 0.305 -4.909
F -6.033 -0.662 2.245
C -4.682 -0.420 2.206
C -4.118 -0.064 0.979
C -2.749 0.240 0.976
C -1.965 -0.002 2.094
C -2.576 -0.277 3.327
C -3.949 -0.503 3.395
H -4.711 -0.008 0.067
H -2.301 0.706 0.098
H -1.972 -0.332 4.237
H -4.432 -0.751 4.338
*
```

Results of the Mulliken charge analysis, in e, for atoms 1 through 5: O -0.204; C -0.268; C -0.793; H -0.151; H 0.333

=====

Record 4
C3H10N2 | the ωB97M-V functional and the def2-TZVPD basis

The calculation puts the highest occupied orbital energy (spin up / spin down) at 1.60 / -5.01 eV. The energy above the lowest of the compared OMol25 structures with the same formula, charge and spin is 58.16 kJ/mol. The molar mass comes out at 74.13 g/mol. The expectation value of S² is 0.750. As for the electronic energy: -6251.4016 eV.

```
! wB97M-V def2-TZVPD RIJCOSX def2/J DEFGRID3
* xyz -1 2
N -1.320 1.492 1.294
C -0.879 0.278 0.614
C 0.476 0.467 0.002
C 1.231 -0.793 -0.358
N 0.665 -1.441 -1.524
H -2.316 1.588 1.122
H -0.793 2.303 1.010
H -1.636 -0.004 -0.117
H -0.743 -0.487 1.384
H 0.466 1.132 -0.862
H 1.118 0.998 0.725
H 1.240 -1.460 0.508
H 2.267 -0.528 -0.560
H -0.193 -1.045 -1.867
H 0.665 -2.446 -1.536
*
```

Results of the Mulliken charge analysis, in e, for atoms 1 through 5: N -0.239; C -1.704; C -1.199; C -0.610; N -0.775